Here is C11H8N2O3PtSe as an isolated structure in a non-equilibrium geometry from OMol25. Energies are from ωB97M-V/def2-TZVPD.

* multiplicity: 3
* orbital gap (spin up / spin down): 7.611 / 4.525 eV
* charge: +2
* ⟨S²⟩: 2.019
* ΔE to the lowest compared entry with this formula, charge and spin: 0.0 kJ/mol
* M: 490.2 g/mol

Each line ends with the Mulliken charge.
Element x y z (Å)
1 O 0.069 3.071 -4.262  -0.24
2 C 0.069 1.998 -3.879  0.45
3 Pt 0.069 0.263 -3.204  0.71
4 C 1.609 -0.633 -3.894  0.26
5 C -1.471 -0.633 -3.892  0.28
6 O 2.535 -1.189 -4.265  -0.21
7 O -2.397 -1.185 -4.266  -0.21
8 C 2.164 -0.087 -0.074  -0.74
9 N 0.758 -0.360 0.347  0.28
10 C -0.153 -1.076 -0.341  -0.19
11 Se 0.116 -1.968 -1.899  -0.04
12 N -1.319 -1.127 0.352  0.02
13 C -1.146 -0.418 1.558  0.58
14 C -2.009 -0.212 2.580  -0.85
15 C -1.513 0.521 3.647  -0.50
16 C -0.207 1.011 3.658  -0.70
17 C 0.669 0.792 2.602  -0.89
18 C 0.168 0.069 1.560  1.15
19 H 2.685 -1.035 -0.208  0.37
20 H 2.684 0.506 0.684  0.28
21 H 2.149 0.468 -1.014  0.26
22 H -2.184 -1.609 0.079  0.30
23 H -3.009 -0.616 2.527  0.43
24 H -2.176 0.709 4.498  0.41
25 H 0.153 1.585 4.520  0.41
26 H 1.687 1.155 2.586  0.37

=====

Here is one molecule with the formula C4H5NO from OMol25. Energies are from ωB97M-V/def2-TZVPD.

* orbital gap: 10.688 eV
* charge: 0
* structure (SMILES): O=C1CN2C[C@@H]12
* ΔE to the lowest compared entry with this formula, charge and spin: 225.3 kJ/mol
* M: 83.1 g/mol

Each line ends with the Mulliken charge.
Element x y z (Å)
1 O -1.524 1.570 1.004  -0.53
2 C -0.861 0.695 0.525  0.30
3 C -1.008 -0.504 -0.519  -0.30
4 N 0.338 -0.970 -0.121  -0.44
5 C 1.259 0.118 -0.389  -0.20
6 C 0.483 0.115 0.881  -0.14
7 H -1.759 -1.210 -0.140  0.24
8 H -1.112 -0.464 -1.615  0.27
9 H 1.014 0.889 -1.123  0.21
10 H 2.296 -0.197 -0.383  0.25
11 H 0.886 -0.053 1.875  0.34

=====

Here is C78H68CoN3O2P2Sb2 as an isolated structure in a non-equilibrium geometry from OMol25. Energies are from ωB97M-V/def2-TZVPD.

* multiplicity: 4
* orbital gap (spin up / spin down): 7.082 / 6.403 eV
* charge: +1
* ⟨S²⟩: 3.795
* M: 1443.8 g/mol

Each line ends with the Mulliken charge.
Element x y z (Å)
1 Co 0.518 0.257 0.750  2.30
2 O -0.711 2.446 2.434  -0.50
3 C -0.899 1.677 1.482  -0.66
4 N -1.484 0.453 1.499  0.49
5 C -1.498 -0.194 2.795  -2.01
6 C -0.733 -1.490 2.676  0.23
7 C -0.883 -2.515 3.602  -1.17
8 C -0.276 -3.737 3.371  -1.24
9 C 0.452 -3.900 2.205  -1.25
10 C 0.597 -2.816 1.361  0.00
11 N 0.038 -1.623 1.583  2.31
12 C -0.553 2.098 0.077  1.14
13 C -0.431 3.450 -0.236  -0.71
14 C -0.442 3.828 -1.561  -1.28
15 C -0.531 2.840 -2.533  -1.12
16 C -0.544 1.520 -2.139  -0.12
17 N -0.564 1.129 -0.859  1.07
18 H -2.516 -0.388 3.149  0.57
19 H -1.050 0.458 3.547  0.76
20 H -1.495 -2.346 4.480  0.63
21 H -0.389 -4.553 4.074  0.51
22 H 0.911 -4.847 1.955  0.56
23 H 1.162 -2.910 0.445  -0.20
24 H -0.396 4.159 0.580  0.44
25 H -0.416 4.875 -1.835  0.45
26 H -0.573 3.085 -3.586  0.54
27 H -0.588 0.734 -2.877  -0.56
28 C 7.626 2.317 0.867  -1.77
29 C 6.902 1.075 1.412  1.53
30 C 7.894 0.108 2.080  -1.83
31 C 5.872 1.516 2.442  0.47
32 C 6.260 2.125 3.630  -0.19
33 C 5.330 2.470 4.591  -1.79
34 C 3.985 2.179 4.410  -0.58
35 C 3.554 1.585 3.232  0.55
36 P 1.895 0.760 2.939  1.63
37 C 2.656 -0.814 3.575  1.08
38 C 3.130 -1.731 2.641  0.67
39 C 3.819 -2.869 3.037  -1.04
40 C 4.037 -3.114 4.382  -1.05
41 C 3.608 -2.186 5.322  -0.95
42 C 2.944 -1.038 4.923  -0.77
43 C 1.045 1.445 4.424  0.91
44 C 0.433 0.677 5.409  -0.85
45 C -0.165 1.279 6.509  -0.99
46 C -0.167 2.658 6.633  -0.94
47 C 0.407 3.437 5.637  -0.97
48 C 0.999 2.835 4.543  -0.53
49 C 4.516 1.296 2.262  -0.73
50 O 3.998 0.720 1.140  0.04
51 C 4.842 0.201 0.207  -1.05
52 C 4.190 -0.459 -0.833  0.04
53 C 4.955 -0.990 -1.862  -0.13
54 C 6.335 -0.870 -1.829  -1.70
55 C 6.954 -0.209 -0.781  -0.24
56 C 6.221 0.341 0.265  0.93
57 P 2.341 -0.307 -0.879  1.59
58 C 2.518 1.095 -2.057  1.67
59 C 2.633 0.979 -3.440  -0.52
60 C 2.868 2.105 -4.215  -0.89
61 C 3.023 3.347 -3.617  -0.85
62 C 2.959 3.460 -2.236  -0.76
63 C 2.703 2.341 -1.461  -0.60
64 C 1.990 -1.800 -1.889  0.38
65 C 1.072 -1.827 -2.931  -0.26
66 C 0.764 -3.011 -3.591  -0.58
67 C 1.361 -4.198 -3.201  -1.06
68 C 2.270 -4.193 -2.149  -0.73
69 C 2.578 -3.009 -1.500  -0.92
70 H 8.141 2.844 1.671  0.40
71 H 6.906 3.001 0.415  0.37
72 H 8.363 2.047 0.109  0.39
73 H 8.404 0.579 2.920  0.41
74 H 8.650 -0.228 1.370  0.42
75 H 7.360 -0.767 2.454  0.34
76 H 7.310 2.316 3.813  0.43
77 H 5.655 2.937 5.512  0.40
78 H 3.292 2.407 5.203  0.40
79 H 2.979 -1.531 1.589  -0.53
80 H 4.187 -3.562 2.290  0.59
81 H 4.541 -4.018 4.698  0.46
82 H 3.812 -2.348 6.373  0.48
83 H 2.671 -0.306 5.669  0.52
84 H 0.423 -0.404 5.329  0.62
85 H -0.633 0.667 7.270  0.43
86 H -0.613 3.127 7.501  0.43
87 H 0.391 4.516 5.717  0.47
88 H 1.433 3.447 3.763  0.53
89 H 4.476 -1.491 -2.694  0.56
90 H 6.932 -1.272 -2.636  0.44
91 H 8.031 -0.105 -0.788  0.45
92 H 2.557 0.009 -3.915  0.49
93 H 2.945 2.006 -5.291  0.54
94 H 3.204 4.225 -4.223  0.42
95 H 3.097 4.426 -1.767  0.56
96 H 2.657 2.427 -0.380  0.06
97 H 0.613 -0.908 -3.259  0.03
98 H 0.054 -2.991 -4.410  0.55
99 H 1.130 -5.121 -3.716  0.44
100 H 2.743 -5.117 -1.840  0.48
101 H 3.304 -3.019 -0.695  0.50
102 C -3.722 -1.937 1.154  0.01
103 C -3.678 -3.112 0.185  -0.71
104 C -2.477 -3.079 -0.749  -0.66
105 Sb -2.606 -1.405 -2.200  0.27
106 C -2.569 -0.090 -4.774  0.98
107 C -1.490 0.470 -5.430  -0.39
108 C -1.611 0.772 -6.784  -0.88
109 C -2.800 0.535 -7.454  -0.60
110 C -3.884 0.005 -6.771  -0.73
111 C -3.766 -0.314 -5.420  -0.44
112 C -4.333 -2.400 -3.005  1.02
113 C -5.640 -1.935 -2.912  -0.43
114 C -6.675 -2.602 -3.556  -0.85
115 C -6.407 -3.730 -4.317  -0.80
116 C -5.103 -4.196 -4.425  -0.62
117 C -4.075 -3.534 -3.771  -0.84
118 Sb -3.841 -0.119 -0.057  0.64
119 C -6.023 -0.028 0.030  1.02
120 C -6.796 -1.188 0.024  -0.05
121 C -8.177 -1.120 0.122  -0.86
122 C -8.811 0.108 0.246  -0.64
123 C -8.052 1.267 0.255  -0.89
124 C -6.669 1.201 0.145  -0.81
125 C -3.775 2.036 -0.135  0.61
126 C -4.054 2.525 -1.405  -0.16
127 C -4.264 3.885 -1.585  -0.74
128 C -4.171 4.745 -0.500  -0.85
129 C -3.883 4.248 0.763  -0.70
130 C -3.691 2.886 0.954  -0.23
131 H -2.821 -1.926 1.750  -0.36
132 H -4.600 -1.956 1.799  0.67
133 H -4.598 -3.178 -0.403  0.00
134 H -3.629 -4.025 0.791  0.73
135 H -2.426 -3.989 -1.349  1.06
136 H -1.546 -2.978 -0.195  -0.50
137 H -0.552 0.698 -4.937  0.34
138 H -0.759 1.190 -7.306  0.45
139 H -2.886 0.762 -8.509  0.39
140 H -4.824 -0.177 -7.275  0.46
141 H -4.615 -0.736 -4.907  0.29
142 H -5.860 -1.030 -2.360  0.76
143 H -7.687 -2.225 -3.471  0.47
144 H -7.209 -4.244 -4.828  0.40
145 H -4.891 -5.068 -5.029  0.44
146 H -3.054 -3.892 -3.876  0.40
147 H -6.336 -2.163 -0.074  0.29
148 H -8.762 -2.030 0.095  0.47
149 H -9.888 0.161 0.331  0.39
150 H -8.529 2.235 0.345  0.46
151 H -6.111 2.125 0.157  0.41
152 H -4.131 1.845 -2.250  0.29
153 H -4.509 4.265 -2.569  0.47
154 H -4.324 5.808 -0.638  0.43
155 H -3.809 4.921 1.607  0.47
156 H -3.481 2.504 1.944  0.25

=====

Q: Which value of charge does entry 2 give?
A: 0

=====

Q: Which value of charge does entry 2 give?
A: 0

=====

Q: Among the records above, which one has the lowest charge?
A: C4H5NO

=====

Q: Which formula does entry 1 have?
A: C11H8N2O3PtSe